Below is C37H37MnN2O3P2S2 as an isolated structure at a distorted geometry, with properties calculated with ωB97M-V/def2-TZVPD.

Computed properties:
HOMO (alpha / beta): -10.60 / -10.73 eV
Gap between HOMO and LUMO (alpha / beta): 7.0012 / 7.3616 eV

```
! wB97M-V def2-TZVPD RIJCOSX def2/J DEFGRID3
* xyz 1 2
Mn 1.76550 0.90830 -1.02191
S 1.38654 2.04950 1.08703
P 0.76640 0.18570 1.56513
C 1.00116 -0.57687 0.06881
P 2.08266 -1.81295 -0.38500
S 3.44428 -0.70460 -1.40298
C 2.83866 -2.89745 0.82014
C 4.20991 -2.86784 1.04882
C 4.78235 -3.78878 1.91843
C 3.98469 -4.72602 2.55684
C 2.61072 -4.75370 2.33542
C 2.03769 -3.84480 1.46349
C 1.22825 -2.93734 -1.51071
C 1.96478 -3.88170 -2.22962
C 1.32567 -4.72471 -3.12213
C -0.05292 -4.63540 -3.29892
C -0.78978 -3.70554 -2.58323
C -0.14807 -2.85255 -1.68904
C -0.98659 0.21794 1.96938
C -1.41896 0.65451 3.22268
C -2.77293 0.82037 3.47192
C -3.70183 0.56508 2.47067
C -3.28021 0.13785 1.21855
C -1.92509 -0.03888 0.97012
C 1.61965 -0.47760 2.98995
C 0.99824 -1.43000 3.79914
C 1.68828 -1.99602 4.86081
C 2.99966 -1.61645 5.11308
C 3.62520 -0.67280 4.30745
C 2.93789 -0.10198 3.24740
H 4.82714 -2.13173 0.54900
H 5.85045 -3.77214 2.09120
H 4.43482 -5.44569 3.22860
H 1.99224 -5.48966 2.83256
H 0.97054 -3.88438 1.27128
H 3.03874 -3.95601 -2.09587
H 1.89690 -5.45499 -3.68014
H -0.55045 -5.29907 -3.99465
H -1.86244 -3.64330 -2.71740
H -0.71349 -2.11817 -1.12975
H -0.69994 0.87537 4.00310
H -3.10527 1.15471 4.44617
H -4.75746 0.70109 2.66912
H -4.00367 -0.05575 0.43589
H -1.58720 -0.37260 -0.00207
H -0.02307 -1.73275 3.60391
H 1.20212 -2.72959 5.49069
H 3.53644 -2.05613 5.94421
H 4.64691 -0.37851 4.50943
H 3.41851 0.64093 2.62291
C -1.85724 4.49417 -0.44356
C -2.41907 4.14550 -1.81603
N -3.47537 3.13498 -1.78780
C -4.78498 3.53115 -1.25312
C -5.02491 3.03459 0.16469
C -3.35494 1.85134 -2.19046
O -4.28478 1.05728 -2.15790
C -2.03846 1.33081 -2.70048
C -2.00732 0.56432 -3.86168
C -0.83780 -0.07841 -4.22467
C 0.26624 0.02266 -3.39396
N 0.22457 0.75702 -2.28028
C -0.88759 1.42171 -1.95456
H -0.98652 5.14326 -0.54582
H -1.55088 3.60288 0.10966
H -2.59553 5.01901 0.16454
H -1.63109 3.81360 -2.48975
H -2.85107 5.03987 -2.26987
H -5.55180 3.14346 -1.92111
H -4.82092 4.62046 -1.29544
H -5.01975 1.94519 0.18993
H -5.99747 3.37837 0.52016
H -4.26364 3.40627 0.85293
H -2.91048 0.45567 -4.44830
H -0.78106 -0.68641 -5.11630
H 1.19187 -0.50184 -3.59344
H -0.85141 1.96832 -1.02029
C 2.35262 4.86467 -2.29898
O 1.40615 3.86591 -1.78860
C 1.89855 2.71010 -1.53707
O 3.05211 2.30729 -1.71644
H 1.74875 5.74508 -2.48154
H 2.80335 4.49477 -3.21453
H 3.10621 5.05009 -1.53984
*
```